Here is 5 unconnected molecules or ions with the total composition C29H85N13O8P4S from the OMol25 dataset. Energies are from ωB97M-V/def2-TZVPD.

The geometry in XYZ format:
```
140
Properties=species:S:1:pos:R:3:mulliken_charge:R:1
C 0.94931 4.15322 3.74857 -0.879
C 0.21425 5.23922 4.51612 -0.433
O -1.17234 4.94461 4.74188 -0.244
S -1.38205 4.23001 6.18759 0.618
O -0.97730 2.85835 6.02938 -0.556
O -2.98812 4.29728 6.25683 -0.331
C -3.73311 3.44116 5.36890 -0.797
C -3.90145 3.96640 3.94198 0.558
O -2.92088 3.38952 3.09261 -0.430
C -5.28062 3.57689 3.40331 -0.820
N -6.34209 4.51503 3.78069 -0.575
H 0.66198 3.15259 4.05343 0.345
H 0.86544 4.28166 2.67448 0.283
H 2.01159 4.25339 3.97589 0.202
H 0.21952 6.12837 3.89040 0.278
H 0.74953 5.49711 5.43200 0.381
H -3.35522 2.42194 5.33411 0.330
H -4.72970 3.38531 5.80612 0.452
H -3.84738 5.05465 3.95145 0.333
H -3.26992 2.56707 2.74168 0.198
H -5.17218 3.56597 2.31991 0.276
H -5.49908 2.56088 3.74118 0.264
H -5.96392 5.38406 4.12627 0.258
H -6.91560 4.70905 2.97617 0.265
O -5.78848 1.16835 0.91640 -0.669
P -5.58768 0.18022 -0.19432 0.387
N -3.88762 0.24946 -0.43614 0.492
C -3.20474 1.26395 -1.21262 -1.056
C -3.11925 -0.20609 0.71250 -1.223
N -6.58716 0.94396 -1.39158 0.264
C -6.09969 1.49815 -2.63660 -1.102
C -7.64996 1.79887 -0.86641 -1.097
N -5.72142 -1.32279 -0.95121 0.144
C -4.77066 -1.94800 -1.85310 -0.393
C -7.05893 -1.90524 -0.99356 -1.089
H -2.19054 0.92292 -1.43246 0.372
H -3.14234 2.23480 -0.69988 0.255
H -3.66722 1.41213 -2.18484 0.318
H -3.27002 -1.28058 0.86893 0.331
H -3.40359 0.31158 1.63804 0.148
H -2.05305 -0.05263 0.55486 0.491
H -5.50922 2.41187 -2.48701 0.353
H -6.94417 1.75335 -3.28130 0.363
H -5.51100 0.77605 -3.20592 0.244
H -7.28635 2.79945 -0.59720 0.303
H -8.10427 1.35638 0.01601 0.311
H -8.43823 1.90313 -1.61616 0.380
H -4.61377 -1.36837 -2.76772 0.135
H -5.12192 -2.93563 -2.14974 0.112
H -3.80646 -2.11506 -1.38107 0.201
H -7.57298 -1.65344 -1.92718 0.339
H -7.66722 -1.54045 -0.16482 0.362
H -7.01583 -2.99202 -0.89684 0.370
O -3.02472 -4.73787 -2.97062 -0.852
P -3.05965 -6.07215 -3.65611 0.503
N -1.39886 -6.37796 -3.94730 0.462
C -0.63534 -5.83639 -5.05276 -1.070
C -0.61187 -6.52276 -2.72797 -1.276
N -4.03149 -5.62792 -5.02692 0.280
C -3.56961 -5.63843 -6.39877 -1.102
C -4.91385 -4.48196 -4.82526 -1.106
N -3.47690 -7.70514 -3.81633 0.116
C -2.70504 -8.75313 -4.45246 -0.746
C -4.88451 -8.03423 -3.61222 -1.067
H 0.29444 -6.40026 -5.15348 0.359
H -0.38546 -4.77298 -4.92662 0.290
H -1.14686 -5.96393 -6.00360 0.338
H -0.91213 -7.43183 -2.19231 0.303
H -0.74693 -5.66824 -2.05436 0.293
H 0.45312 -6.61448 -2.94018 0.483
H -2.84303 -4.84118 -6.60355 0.370
H -4.41688 -5.49360 -7.07340 0.343
H -3.13896 -6.60118 -6.68071 0.247
H -4.38971 -3.52407 -4.94431 0.351
H -5.35684 -4.50447 -3.83286 0.188
H -5.73587 -4.52246 -5.54433 0.439
H -2.54174 -8.56623 -5.51765 0.196
H -3.23399 -9.70349 -4.36069 0.367
H -1.73853 -8.90087 -3.97558 0.230
H -5.43274 -8.04555 -4.56004 0.334
H -5.36070 -7.30456 -2.95627 0.322
H -4.99438 -9.00778 -3.13011 0.384
O 3.14858 -6.05239 -2.65335 -0.958
P 4.24640 -5.02270 -2.71192 0.739
N 5.62648 -6.03678 -2.52824 0.322
C 6.09424 -6.57409 -1.26735 -1.060
C 5.83326 -6.94227 -3.64896 -1.121
N 3.70620 -4.11524 -1.33706 0.220
C 4.40800 -4.07694 -0.07494 -1.098
C 2.25245 -4.13991 -1.15563 -1.083
N 5.18904 -3.74468 -3.29849 0.052
C 6.61765 -3.55646 -3.14731 -0.776
C 4.46343 -2.53915 -3.69235 -1.058
H 7.11642 -6.93965 -1.39198 0.375
H 5.47279 -7.39836 -0.89002 0.287
H 6.16220 -5.80906 -0.49842 0.314
H 6.10078 -6.37654 -4.54997 0.331
H 4.93965 -7.53594 -3.87514 0.249
H 6.65305 -7.63033 -3.44845 0.394
H 4.35271 -5.03155 0.46589 0.365
H 3.97017 -3.30854 0.56672 0.347
H 5.45428 -3.78889 -0.19545 0.265
H 1.92660 -5.07523 -0.68346 0.317
H 1.73101 -4.03854 -2.10387 0.253
H 1.93836 -3.30497 -0.52446 0.443
H 6.91770 -3.45464 -2.10045 0.210
H 6.92385 -2.64804 -3.66915 0.367
H 7.19063 -4.36587 -3.59408 0.243
H 4.41660 -1.81687 -2.87137 0.340
H 3.44175 -2.78184 -3.98629 0.325
H 4.93319 -2.06241 -4.55504 0.391
O 3.81366 6.55048 3.11770 -0.799
P 5.10619 6.98395 3.74001 0.557
N 4.69243 7.09798 5.40460 0.430
C 4.02301 8.22984 6.01256 -1.077
C 4.31582 5.82280 5.99889 -1.021
N 5.31474 8.47487 2.87701 0.237
C 5.30610 9.78744 3.48746 -1.126
C 4.64777 8.54291 1.57731 -1.085
N 6.76268 6.87502 4.07368 0.100
C 7.44370 7.25537 5.29445 -0.740
C 7.64247 6.71408 2.91966 -1.076
H 4.13089 8.16822 7.09793 0.397
H 2.95170 8.28100 5.77128 0.270
H 4.48696 9.17337 5.73816 0.317
H 5.18200 5.15158 6.03936 0.325
H 3.52368 5.31711 5.43450 0.016
H 3.96744 5.95674 7.02178 0.441
H 4.30764 10.08192 3.83626 0.368
H 5.63417 10.53356 2.76005 0.366
H 6.01488 9.86177 4.31485 0.240
H 3.58374 8.79566 1.66680 0.309
H 4.72624 7.59578 1.05062 0.325
H 5.13626 9.29793 0.95643 0.369
H 7.34816 8.32273 5.51311 0.200
H 8.50785 7.03032 5.20460 0.367
H 7.09074 6.69329 6.15643 0.237
H 8.01743 7.68027 2.56676 0.335
H 7.11360 6.23622 2.09439 0.343
H 8.49269 6.07272 3.16071 0.382
```

Results
Max |F| (eV Å⁻¹): 5.87
Total charge: 0
Total energy (eV): -115188.2350
Lowest unoccupied orbital energy (eV): 0.5
HOMO-LUMO gap (eV): 8.6348


Here is a single C3H3BN2O molecule from the OMol25 dataset. Energies are from ωB97M-V/def2-TZVPD.

The geometry in XYZ format:
```
10
Properties=species:S:1:pos:R:3:nbo_charge:R:1
C -1.53392 0.29654 -0.04631 -0.274
O -0.32249 0.91439 0.14786 -0.632
B 0.90862 0.14736 -0.01606 0.826
C 2.20223 0.84670 -0.07043 -0.067
N 3.18094 1.41827 0.03936 -0.179
C 0.82165 -1.43860 0.03982 -0.026
N 0.63665 -2.57613 0.11760 -0.235
H -1.82880 0.09872 -1.20981 0.193
H -2.38992 0.92547 0.48013 0.200
H -1.67494 -0.63271 0.51783 0.193
```

Results
Max |F| (eV Å⁻¹): 4.92
Total charge: 0
Total energy (eV): -8863.2731
Lowest unoccupied orbital energy (eV): -1.6
HOMO-LUMO gap (eV): 10.4604


Here is a single C7H9NO2S molecule from the OMol25 dataset. Energies are from ωB97M-V/def2-TZVPD.

The geometry in XYZ format:
```
20
Properties=species:S:1:pos:R:3:nbo_charge:R:1
O 2.15763 -2.07424 0.44989 -0.367
N 1.11338 -1.88413 -0.08485 0.542
O 0.47909 -2.54600 -0.83454 -0.372
C 0.53425 -0.53524 0.14649 0.012
C 1.20456 0.06450 1.33952 -0.510
S 0.54404 1.77201 1.82661 -0.072
C 0.71545 0.32860 -1.04985 -0.212
C -0.28471 1.05098 -1.50115 -0.181
C -1.65482 0.93908 -1.11585 -0.242
C -2.07331 0.15901 -0.08764 -0.134
C -1.26750 -0.91595 0.50625 -0.378
H 2.22759 0.42037 1.00453 0.230
H 1.31659 -0.49150 2.23605 0.244
H 1.02943 2.27437 0.61478 0.135
H 1.78303 0.74753 -1.20945 0.214
H -0.08294 1.63077 -2.34368 0.209
H -2.14650 1.64244 -1.70859 0.215
H -3.07607 0.26922 0.22508 0.211
H -1.29902 -0.95421 1.50677 0.203
H -1.22020 -1.89761 0.07964 0.253
```

Results
Max |F| (eV Å⁻¹): 6.14
Total charge: 0
Total energy (eV): -23819.4112
Lowest unoccupied orbital energy (eV): 0.2
HOMO-LUMO gap (eV): 9.0491


Here is a molecular structure, C21H41AsF6HgO13S5 from the OMol25 dataset. Energies are from ωB97M-V/def2-TZVPD.

The geometry in XYZ format:
```
88
Properties=species:S:1:pos:R:3:mulliken_charge:R:1
Hg -0.28233 0.30423 -0.81769 4.627
O 0.92525 1.07168 -4.68826 -0.549
C 0.26708 0.76753 -3.54108 0.260
O 0.29870 1.58295 -2.57886 -0.680
O -0.25681 -0.35541 -3.44612 -0.569
H 0.84647 0.21380 -5.11917 0.313
As -4.27470 -0.17599 -1.29197 2.260
F -2.55076 -0.11229 -1.60618 -1.014
F -3.90176 -0.38228 0.41259 -0.474
F -5.95189 -0.25797 -0.91391 -0.513
F -4.57720 0.09423 -2.94532 -0.480
F -4.23444 -1.88996 -1.50512 -0.485
F -4.26316 1.54200 -0.99830 -0.518
C -4.21623 3.39656 2.73865 -0.764
C -3.85362 4.54188 1.77115 -0.642
C -2.53075 4.16728 1.02730 -0.881
S -2.13651 2.50022 1.51413 0.967
O -1.24562 2.51908 2.65864 -0.812
O -1.71035 1.74964 0.37261 -0.872
C -3.75984 2.08794 2.11961 -0.401
H -5.28127 3.40666 2.96618 0.425
H -3.72467 3.57242 3.70039 0.258
H -3.64198 5.49277 2.25792 0.243
H -4.71524 4.63526 1.11488 0.353
H -1.66036 4.81050 0.98332 0.617
H -2.95756 4.06845 0.02444 0.285
H -3.66915 1.21853 2.76543 0.412
H -4.39643 1.80175 1.28283 0.189
C 4.12861 3.14495 1.27859 -0.486
C 3.36090 3.85741 2.42299 -0.709
C 1.86896 3.64028 2.24082 -0.451
S 1.61954 3.28311 0.48410 1.218
O 0.90627 4.35456 -0.13717 -0.860
O 1.10656 1.94338 0.40627 -0.412
C 3.33912 3.31721 0.00664 -0.580
H 4.29100 2.06805 1.40470 0.193
H 5.15328 3.51445 1.22710 0.470
H 3.67687 4.90100 2.34391 0.274
H 3.82106 3.51228 3.34826 0.384
H 1.26148 4.53487 2.37315 0.429
H 1.51244 2.88208 2.93083 0.005
H 3.49608 4.29111 -0.46691 0.396
H 3.44529 2.61435 -0.81964 0.051
C 4.43433 -1.64821 -3.55072 -0.811
C 4.19239 -2.89210 -2.67100 -0.658
C 3.61199 -2.55993 -1.30766 -0.210
S 3.52604 -0.74666 -1.21503 0.822
O 4.58635 -0.24202 -0.38126 -0.759
O 2.16061 -0.37333 -0.95506 -0.872
C 3.90158 -0.35989 -2.94367 -0.173
H 3.99158 -1.77502 -4.54141 0.387
H 5.48002 -1.56406 -3.85803 0.282
H 5.14359 -3.41080 -2.52285 0.311
H 3.61645 -3.61957 -3.23865 0.369
H 4.13106 -2.84959 -0.39828 0.596
H 2.57579 -2.88726 -1.25436 -0.244
H 4.55956 0.49972 -2.84772 0.584
H 2.94451 -0.08926 -3.38471 -0.242
C -2.44672 -4.27035 -3.42003 -0.645
C -1.78499 -5.32259 -2.44995 -0.762
C -1.20842 -4.51737 -1.30615 -0.775
S -0.43549 -3.09551 -2.03313 1.195
O 0.81458 -3.46550 -2.64446 -0.828
O -0.58015 -2.01890 -1.10043 -0.696
C -1.61885 -2.97067 -3.37524 -0.596
H -3.41602 -4.06309 -2.97381 0.283
H -2.39210 -4.67155 -4.42572 0.322
H -1.04419 -5.80135 -3.09342 0.315
H -2.54531 -6.02966 -2.13285 0.382
H -0.54624 -5.07887 -0.65072 0.492
H -2.08905 -4.18572 -0.75094 0.303
H -1.03103 -2.77420 -4.26670 0.550
H -2.33332 -2.16127 -3.24569 0.008
C -0.82369 -1.23366 4.78318 -0.905
C 0.44219 -0.43577 4.53165 -0.020
C 1.23688 -1.16049 3.46571 -0.888
S -0.02326 -1.72637 2.31546 1.037
O 0.32977 -3.04295 1.85132 -0.861
O -0.20641 -0.66957 1.35055 -0.694
C -1.40105 -1.84359 3.51742 -0.418
H -1.63482 -0.74212 5.33037 0.504
H -0.62463 -1.96693 5.57926 0.288
H 0.96757 -0.16979 5.44615 0.496
H 0.16615 0.54448 4.11382 -0.152
H 1.63802 -2.08101 3.90270 0.394
H 2.04315 -0.67498 2.92432 0.379
H -1.68130 -2.88850 3.44786 0.447
H -2.15947 -1.19468 3.07814 -0.018
```

Results
Max |F| (eV Å⁻¹): 2.55
Total charge: 0
Total energy (eV): -184555.7045
Lowest unoccupied orbital energy (eV): 0.2
HOMO-LUMO gap (eV): 9.3689